# 1
# C31H34AsN3O6S3W

A molecular structure, C31H34AsN3O6S3W (ωB97M-V with the def2-TZVPD basis set, the Open Molecules 2025 dataset).

XYZ file:
```
79
Properties=species:S:1:pos:R:3:lowdin_charge:R:1
W -0.03 0.36 0.90 1.5573
S 1.02 -0.33 2.89 0.6567
C 2.69 0.20 2.59 -0.6509
C 2.94 1.57 2.61 -0.0975
C 4.22 2.09 2.48 -0.2275
C 4.43 3.50 2.45 -0.2105
N 4.60 4.64 2.41 0.1310
C 5.29 1.18 2.36 -0.2253
C 5.06 -0.18 2.35 -0.0918
C 3.76 -0.74 2.44 -0.8047
S 3.53 -2.42 2.35 0.5170
C 6.64 1.65 2.22 -0.1888
N 7.73 2.02 2.11 0.1407
H 2.10 2.25 2.74 0.1106
H 5.89 -0.86 2.24 0.1015
O -0.09 2.24 0.85 -0.3180
As -3.55 -1.65 1.04 1.1326
O -4.82 -2.38 0.20 -0.7212
O -1.32 -0.36 -0.22 -0.4353
C -4.59 -0.18 1.98 -0.3184
C -5.96 -0.17 1.70 -0.1192
C -6.81 0.78 2.24 -0.1030
C -6.31 1.77 3.08 -0.1108
C -4.95 1.79 3.38 -0.0830
C -4.12 0.81 2.84 -0.2875
S -2.43 0.86 3.39 0.4802
O -2.09 2.23 3.70 -0.3128
O -2.28 -0.11 4.45 -0.3006
O -1.68 0.39 2.16 -0.6055
H 0.49 2.71 0.24 -0.0142
H -6.31 -0.96 1.04 0.0763
H -7.86 0.76 2.00 0.0884
H -6.96 2.53 3.49 0.0876
H -4.53 2.55 4.02 0.1020
C 4.32 1.12 -0.94 -0.0428
C 3.16 1.59 -1.82 -0.3595
C 2.37 2.68 -1.10 -0.0690
C 2.39 0.38 -2.33 -0.1461
C 2.52 0.07 -3.67 -0.0555
C 2.01 -1.11 -4.19 -0.0883
C 1.46 -2.03 -3.32 -0.0629
C 1.32 -1.79 -1.95 -0.1225
C 0.99 -3.05 -1.14 -0.3602
C 2.30 -3.84 -1.02 -0.0698
C 0.34 -2.97 0.23 -0.0953
C 1.68 -0.51 -1.48 -0.1979
N 1.24 -0.04 -0.25 -0.1056
H 4.93 1.96 -0.61 0.0832
H 4.97 0.42 -1.47 0.0891
H 3.94 0.61 -0.05 0.0648
H 3.59 2.05 -2.72 0.1190
H 2.26 2.41 -0.05 0.0419
H 1.39 2.84 -1.56 0.0870
H 2.92 3.62 -1.13 0.0869
H 3.04 0.76 -4.32 0.1030
H 2.08 -1.33 -5.25 0.0941
H 1.13 -2.99 -3.70 0.1133
H 0.31 -3.62 -1.78 0.1228
H 3.00 -3.31 -0.37 0.0415
H 2.77 -4.00 -1.99 0.0691
H 2.11 -4.81 -0.56 0.0772
H 0.99 -2.47 0.96 -0.0003
H 0.20 -3.99 0.60 0.0879
H -0.64 -2.50 0.21 0.0290
C -2.37 0.65 -2.58 -0.0587
C -3.16 -0.37 -1.75 -0.6018
C -2.87 -1.78 -2.29 -0.0554
C -4.65 -0.07 -1.85 -0.0648
C -2.76 -0.26 -0.28 -0.4485
H -2.72 0.64 -3.62 0.0757
H -1.30 0.42 -2.58 0.0686
H -2.50 1.66 -2.18 0.0825
H -3.11 -1.83 -3.36 0.0777
H -3.47 -2.51 -1.75 0.0589
H -1.81 -2.02 -2.17 0.0676
H -4.97 -0.10 -2.90 0.0756
H -4.87 0.94 -1.47 0.0827
H -5.21 -0.80 -1.28 0.0520
H -3.03 0.74 0.08 0.0979
```

The total charge is -2. The LUMO energy comes out at 0.148 Ha. The HOMO energy is -2.200 eV. The value obtained for the total energy is -144628.43240 eV. Its multiplicity is 1. Its energy above the lowest of the compared OMol25 structures with the same formula, charge and spin is 3.0 kcal/mol. The gap between HOMO and LUMO comes out at 6.22 eV. The value obtained for the molecular weight is 899.59 u.

# 2
# C31H34BCaN8O

A molecular structure, C31H34BCaN8O (ωB97M-V with the def2-TZVPD basis set, the Open Molecules 2025 dataset).

XYZ file:
```
76
Properties=species:S:1:pos:R:3:mulliken_spin:R:1
Ca 0.10 -0.28 -0.55 0.0984
C 0.76 -0.08 5.09 0.0001
C -0.40 0.71 4.48 -0.0001
C 0.10 1.95 3.74 0.0003
C -1.25 -0.10 3.52 0.0006
C -2.60 0.22 3.42 0.0003
C -3.43 -0.46 2.55 0.0003
C -2.94 -1.50 1.76 0.0032
C -3.85 -2.27 0.86 -0.0103
C -1.59 -1.82 1.87 0.0163
C -0.75 -1.13 2.74 -0.0040
H 1.20 0.49 5.91 0.0000
H 1.53 -0.26 4.36 0.0000
H 0.40 -1.03 5.48 0.0000
H -1.05 1.03 5.30 0.0000
H 0.81 1.66 2.96 0.0000
H 0.60 2.64 4.42 0.0000
H -0.73 2.46 3.26 0.0001
H -3.00 1.02 4.02 0.0001
H -4.48 -0.21 2.49 0.0001
H -4.50 -1.60 0.30 -0.0002
H -4.48 -2.93 1.44 0.0003
H -3.27 -2.86 0.15 0.0050
H -1.20 -2.67 1.32 0.0000
H 0.29 -1.43 2.82 -0.0004
C -1.94 3.62 0.39 -0.0001
C -1.90 2.23 0.46 0.0018
N -0.74 1.78 0.02 -0.0048
N -0.01 2.85 -0.34 0.0022
C -0.71 3.97 -0.13 0.0001
B 1.41 2.65 -0.88 -0.0040
N 2.16 1.77 0.14 0.0004
C 2.87 2.23 1.18 0.0008
C 3.32 1.14 1.90 -0.0003
C 2.82 0.04 1.21 0.0027
N 2.13 0.44 0.15 0.0010
N 1.32 1.96 -2.26 0.0061
C 1.71 2.46 -3.44 0.0016
C 1.39 1.54 -4.42 0.0031
C 0.80 0.48 -3.72 -0.0111
N 0.76 0.76 -2.43 0.0057
N 2.21 3.93 -1.03 0.0001
C 3.54 3.92 -1.31 -0.0001
C 3.95 5.22 -1.46 0.0000
C 2.78 5.97 -1.26 0.0000
N 1.75 5.18 -1.01 0.0000
H -2.74 4.28 0.67 0.0001
H -2.65 1.54 0.81 -0.0003
H -0.28 4.93 -0.35 0.0000
H 3.02 3.28 1.36 0.0001
H 3.92 1.15 2.79 0.0001
H 2.95 -1.01 1.42 -0.0012
H 2.18 3.41 -3.53 0.0000
H 1.55 1.62 -5.47 0.0001
H 0.42 -0.45 -4.10 0.0009
H 4.09 3.00 -1.37 0.0000
H 4.93 5.57 -1.69 0.0000
H 2.66 7.03 -1.29 0.0000
C -0.12 -2.50 -1.17 -0.6443
C -0.56 -3.50 -1.79 1.1451
C -1.28 -4.22 -2.73 0.0563
C -0.71 -4.56 -3.98 0.1753
C -1.39 -5.33 -4.89 -0.0905
C -2.68 -5.78 -4.61 0.1883
C -3.27 -5.45 -3.40 -0.0918
C -2.59 -4.69 -2.47 0.1632
H 0.29 -4.21 -4.22 0.0137
H -0.93 -5.59 -5.83 -0.0039
H -3.23 -6.36 -5.34 0.0158
H -4.27 -5.79 -3.17 -0.0047
H -3.06 -4.45 -1.53 0.0271
C 1.60 -3.57 0.09 0.0165
O 0.83 -2.40 -0.14 -0.0886
H 1.00 -4.46 -0.15 -0.0124
H 1.89 -3.60 1.14 0.0084
H 2.50 -3.57 -0.52 0.0112
```

The LUMO energy (alpha / beta) comes out at 0.024 / 0.017 Ha. The HOMO energy (alpha / beta) is -5.436 / -7.961 eV. The value obtained for the total energy is -65783.91807 eV. Its multiplicity is 2. Its energy above the lowest of the compared OMol25 structures with the same formula, charge and spin is 27.1 kcal/mol. The gap between HOMO and LUMO (alpha / beta) comes out at 6.08 / 8.41 eV. The value obtained for the molecular weight is 585.56 u.

# 3
# C31H34BFO2S

2 unconnected molecules or ions with the total composition C31H34BFO2S (ωB97M-V with the def2-TZVPD basis set, the Open Molecules 2025 dataset).

XYZ file:
```
70
Properties=species:S:1:pos:R:3:lowdin_charge:R:1
C -0.59 1.55 3.70 -0.0222
C 0.68 2.33 3.39 -0.4479
C 1.40 2.63 4.69 -0.0099
O 1.56 1.50 2.59 0.1372
B 1.25 1.83 1.29 -0.5021
C 1.17 0.62 0.04 -0.0531
C 0.88 1.09 -1.35 -0.1784
C 1.00 2.46 -1.66 -0.0290
C 0.85 2.94 -2.96 -0.0783
C 0.63 2.04 -4.01 -0.0948
C 0.56 0.67 -3.74 -0.0811
C 0.70 0.21 -2.43 -0.0723
C 1.13 -0.84 0.42 -0.1859
C 0.66 -1.24 1.67 -0.0702
C 0.75 -2.57 2.08 -0.0904
C 1.35 -3.53 1.26 -0.0223
C 1.82 -3.11 0.03 -0.2506
F 2.35 -4.05 -0.84 0.0298
C 1.77 -1.79 -0.39 0.0365
O 0.57 3.01 1.12 0.1098
C 0.39 3.57 2.44 -0.4482
C -1.00 4.17 2.49 -0.0050
C 1.41 4.70 2.63 -0.0120
H -1.25 2.12 4.38 0.1022
H -1.17 1.31 2.79 0.0779
H -0.34 0.61 4.21 0.0998
H 0.77 3.26 5.33 0.0990
H 1.60 1.69 5.23 0.0992
H 2.35 3.14 4.52 0.0873
H 2.29 0.84 0.12 0.1704
H 1.20 3.17 -0.87 0.1000
H 0.93 4.00 -3.16 0.1011
H 0.50 2.40 -5.04 0.0975
H 0.41 -0.05 -4.55 0.0969
H 0.61 -0.85 -2.23 0.0779
H 0.24 -0.49 2.34 0.0913
H 0.35 -2.86 3.06 0.1106
H 1.43 -4.58 1.55 0.1182
H 2.26 -1.51 -1.32 0.1339
H -1.22 4.55 3.49 0.0986
H -1.07 5.01 1.79 0.0982
H -1.77 3.43 2.22 0.0861
H 1.23 5.22 3.58 0.0954
H 2.44 4.32 2.61 0.0985
H 1.29 5.43 1.82 0.0979
C 0.54 -5.05 -5.06 -0.0616
C -0.14 -4.16 -4.06 -0.2813
C -0.29 -4.60 -2.74 -0.0422
C -0.87 -3.79 -1.78 -0.0546
C -1.25 -2.47 -2.11 -0.2528
C -1.62 -1.53 -1.06 -0.4502
C -2.02 -0.21 -1.19 -0.1084
C -2.54 0.34 0.01 -0.1041
C -2.68 -0.60 1.02 -0.5819
C -3.33 -0.43 2.34 -0.1141
S -2.11 -2.15 0.50 1.1118
C -1.21 -2.07 -3.47 -0.0452
C -0.62 -2.90 -4.42 -0.0402
H 0.54 -4.58 -6.05 0.0730
H 1.58 -5.24 -4.76 0.0844
H 0.04 -6.03 -5.13 0.0826
H 0.07 -5.60 -2.46 0.1203
H -0.99 -4.15 -0.76 0.0886
H -1.94 0.35 -2.12 0.1127
H -2.86 1.38 0.13 0.1122
H -3.86 0.53 2.37 0.0859
H -4.06 -1.24 2.51 0.0796
H -2.59 -0.46 3.15 0.0644
H -1.63 -1.11 -3.75 0.1112
H -0.52 -2.56 -5.45 0.1124
```

The LUMO energy comes out at 0.018 Ha. The HOMO energy is -7.434 eV. The value obtained for the total energy is -51025.01479 eV. As for the SMILES: CC1(C)OB([C@H](c2ccccc2)c2cccc(F)c2)OC1(C)C.Cc1ccc(-c2ccc(C)s2)cc1. Its multiplicity is 1. Its energy above the lowest of the compared OMol25 structures with the same formula, charge and spin is 8.0 kcal/mol. The gap between HOMO and LUMO comes out at 7.92 eV. The value obtained for the molecular weight is 500.49 u.